[1]
A cluster of 8 separate species, C67H82F10NO2 in total. Source: the Open Molecules 2025 dataset; level of theory: ωB97M-V with the def2-TZVPD basis set.

Element x y z (Å)
C -4.45 -5.93 1.12
O -3.40 -6.76 0.64
C -2.64 -7.36 1.70
C -1.18 -7.11 1.38
C -0.79 -5.61 1.47
C 0.56 -5.49 2.20
C 0.88 -4.08 2.71
C -0.29 -3.38 3.44
C 0.23 -2.38 4.50
C -0.27 -0.95 4.20
C 0.58 -0.29 3.11
C -0.21 0.85 2.45
C 0.77 1.73 1.64
C -0.02 2.66 0.72
C 0.71 3.98 0.35
C 0.66 4.91 1.61
C 1.99 5.47 2.17
C 2.72 4.58 3.15
F 3.48 3.65 2.57
F 3.57 5.39 3.82
F 1.94 4.05 4.06
C -0.17 4.65 -0.77
C 0.59 5.12 -2.02
C -0.51 5.52 -3.04
C 1.39 6.41 -1.79
N 1.40 4.04 -2.66
O 0.64 3.31 -3.41
C 2.16 3.21 -1.68
C 3.66 3.34 -2.09
C 1.86 1.71 -1.80
C 2.11 3.73 -0.23
H -5.21 -5.83 0.34
H -4.91 -6.37 2.00
H -4.06 -4.93 1.33
H -2.83 -8.43 1.63
H -2.90 -6.97 2.68
H -0.56 -7.74 2.03
H -1.02 -7.46 0.36
H -1.59 -5.11 2.00
H -0.71 -5.25 0.45
H 0.61 -6.21 3.01
H 1.33 -5.75 1.47
H 1.25 -3.43 1.91
H 1.69 -4.18 3.44
H -0.88 -2.81 2.72
H -0.94 -4.14 3.88
H 1.32 -2.32 4.40
H 0.01 -2.69 5.51
H -1.30 -0.98 3.82
H -0.27 -0.33 5.09
H 0.92 -1.01 2.36
H 1.48 0.14 3.56
H -0.61 1.44 3.27
H -0.99 0.46 1.81
H 1.38 1.03 1.06
H 1.40 2.26 2.35
H -0.91 2.96 1.29
H -0.39 2.14 -0.15
H 0.20 4.35 2.43
H 0.01 5.76 1.47
H 2.67 5.86 1.43
H 1.71 6.33 2.79
H -0.90 3.92 -1.12
H -0.75 5.51 -0.42
H -1.38 4.87 -3.00
H -0.85 6.50 -2.71
H -0.11 5.66 -4.04
H 0.72 7.26 -1.68
H 1.98 6.38 -0.88
H 2.00 6.59 -2.67
H 3.85 4.40 -2.26
H 4.32 2.93 -1.34
H 3.79 2.86 -3.06
H 0.81 1.47 -1.68
H 2.53 1.18 -1.12
H 2.13 1.40 -2.81
H 2.65 2.98 0.34
H 2.74 4.61 -0.21
F 4.51 0.29 -3.77
C 5.35 0.50 -4.80
C 5.04 -0.02 -6.04
C 5.90 0.21 -7.10
C 7.07 0.93 -6.91
C 7.38 1.43 -5.65
C 6.51 1.22 -4.59
H 4.12 -0.58 -6.17
H 5.66 -0.19 -8.08
H 7.75 1.10 -7.74
H 8.29 1.99 -5.50
H 6.72 1.62 -3.60
F -3.53 6.27 -1.95
C -4.05 7.13 -2.84
C -4.27 8.44 -2.47
C -4.80 9.33 -3.39
C -5.11 8.90 -4.67
C -4.88 7.57 -5.03
C -4.34 6.68 -4.12
H -4.03 8.75 -1.46
H -4.97 10.36 -3.11
H -5.52 9.59 -5.39
H -5.12 7.24 -6.03
H -4.15 5.65 -4.38
F -7.72 7.92 3.58
C -6.63 7.59 2.85
C -6.80 7.14 1.56
C -5.68 6.81 0.81
C -4.41 6.93 1.36
C -4.26 7.38 2.67
C -5.38 7.72 3.42
H -7.80 7.05 1.15
H -5.80 6.46 -0.21
H -3.54 6.67 0.78
H -3.28 7.47 3.10
H -5.28 8.08 4.43
F -2.58 -11.23 2.95
C -3.91 -11.40 2.89
C -4.72 -10.66 3.73
C -6.10 -10.84 3.67
C -6.64 -11.76 2.79
C -5.81 -12.50 1.95
C -4.44 -12.32 2.00
H -4.28 -9.95 4.42
H -6.74 -10.26 4.32
H -7.72 -11.90 2.74
H -6.24 -13.22 1.27
H -3.77 -12.88 1.36
F 10.22 4.47 3.86
C 8.89 4.25 3.81
C 8.06 5.01 4.62
C 6.69 4.79 4.57
C 6.17 3.82 3.72
C 7.02 3.07 2.92
C 8.39 3.29 2.96
H 8.49 5.76 5.28
H 6.03 5.38 5.19
H 5.11 3.65 3.69
H 6.62 2.31 2.27
H 9.07 2.72 2.34
F 7.47 2.77 -9.59
C 6.82 3.91 -9.28
C 6.81 4.95 -10.19
C 6.13 6.12 -9.87
C 5.49 6.24 -8.64
C 5.52 5.19 -7.74
C 6.18 4.01 -8.05
H 7.32 4.84 -11.14
H 6.11 6.94 -10.58
H 4.97 7.16 -8.39
H 5.02 5.28 -6.78
H 6.21 3.18 -7.37
F -7.51 -15.14 1.64
C -7.18 -15.91 2.70
C -8.18 -16.48 3.46
C -7.84 -17.28 4.54
C -6.50 -17.48 4.86
C -5.51 -16.89 4.09
C -5.85 -16.10 3.00
H -9.22 -16.30 3.20
H -8.61 -17.74 5.13
H -6.24 -18.10 5.70
H -4.47 -17.04 4.34
H -5.08 -15.64 2.38

Its expectation value of S² is 0.75. The value obtained for the HOMO-LUMO gap (spin up / spin down) is 8.9516 / 9.3646 eV. As for the HOMO energy (spin up / spin down): -8.5 / -9.1 eV. Its multiplicity is 2.

=====

[2]
A cluster of 14 separate species, C5H37N2O13 in total. Source: the Open Molecules 2025 dataset; level of theory: ωB97M-V with the def2-TZVPD basis set.

Element x y z (Å)
C 1.62 -1.50 0.66
C 1.43 -0.05 0.32
C -0.04 0.41 0.15
C -0.60 0.70 -1.04
N -1.91 1.01 -1.22
C -2.35 2.17 -1.65
N 0.64 -2.30 -0.25
H 2.59 -1.85 0.61
H 1.30 -1.75 1.76
H 1.85 0.53 1.23
H 1.99 0.10 -0.67
H -0.58 0.47 1.17
H -0.13 0.61 -1.97
H -1.74 3.12 -1.92
H -3.44 2.27 -1.83
H 0.59 -3.19 -0.06
H 0.82 -2.04 -1.30
H -0.31 -1.99 0.06
H -2.19 -2.83 -0.35
H -2.00 -4.33 -1.04
O -1.62 -3.42 -0.99
H 5.07 0.11 0.48
H 4.56 -0.70 -0.60
O 5.16 -0.64 0.14
H 1.91 0.15 -3.47
H 3.42 0.73 -3.22
O 2.55 0.72 -3.09
H -3.64 -2.76 1.06
H -3.18 -1.14 0.99
O -2.85 -2.18 0.91
H 0.34 -0.70 4.36
H -0.24 0.29 3.37
O -0.23 -0.60 3.57
H 2.17 3.52 -2.55
H 1.79 2.06 -1.95
O 1.84 3.02 -1.78
H -1.30 -3.06 2.06
H -0.59 -1.76 2.33
O -0.50 -2.65 1.88
H 0.63 2.19 3.35
H 1.62 2.94 3.89
O 1.25 2.12 4.10
H -0.02 -1.26 -3.18
H 0.88 -1.81 -4.32
O 0.87 -1.28 -3.52
H -3.51 1.02 1.00
H -2.47 0.61 1.99
O -3.37 0.33 1.70
H -1.19 2.64 3.37
H -0.69 2.51 1.76
O -0.94 2.01 2.55
H -0.03 4.84 -0.06
H 0.64 3.60 -0.65
O 0.00 3.88 -0.04
H -2.43 -0.96 -2.98
H -1.78 -2.29 -2.15
O -1.67 -1.63 -2.95

As for the charge: +1. The value obtained for the HOMO-LUMO gap is 9.5774 eV. As for the HOMO energy: -12.0 eV.